1.
Formula: C4H6OS
Source: the Open Molecules 2025 dataset
Level of theory: wB97M-V/def2-TZVPD

```
! wB97M-V def2-TZVPD RIJCOSX def2/J DEFGRID3
* xyz 0 3
C -0.006 1.910 0.806
C -0.764 2.168 -0.091
C 0.432 -0.891 -0.167
C -0.973 -0.547 -0.518
O -1.924 -0.632 0.375
S -3.386 -0.073 0.013
H 0.743 1.763 1.620
H 0.701 -1.648 0.529
H 0.672 0.027 0.470
H 1.047 -1.088 -1.071
H -1.074 -0.390 -1.583
H -1.380 2.458 -0.814
*
```

Properties
relative energy (zero: lowest compared OMol25 entry of this formula, charge and spin) = 3.9728 eV
F_max = 0.101 hartree/bohr

***

2.
Formula: C4H6OS2
Source: the Open Molecules 2025 dataset
Level of theory: wB97M-V/def2-TZVPD

```
! wB97M-V def2-TZVPD RIJCOSX def2/J DEFGRID3
* xyz 0 1
C 0.532 -1.176 -0.038
C -1.614 -0.117 0.000
C 1.203 -1.024 -1.340
C -0.462 1.568 1.218
O -1.565 1.097 0.526
S 0.823 -2.140 1.195
S -2.769 -0.960 -0.582
H 1.342 0.169 -1.292
H 0.545 -1.080 -2.152
H 2.232 -1.428 -1.534
H -0.342 2.696 1.049
H 0.455 1.024 0.694
H -0.380 1.371 2.257
*
```

Properties
relative energy (zero: lowest compared OMol25 entry of this formula, charge and spin) = 4.8555 eV
F_max = 0.095 hartree/bohr

***

3.
Formula: C4H6OS2
Source: the Open Molecules 2025 dataset
Level of theory: wB97M-V/def2-TZVPD

```
! wB97M-V def2-TZVPD RIJCOSX def2/J DEFGRID3
* xyz 0 1
C -1.297 -0.873 1.372
C -1.616 0.029 0.060
C -0.123 0.445 -0.185
C 0.613 -0.646 -0.820
H -2.172 -1.064 2.260
H -0.726 -0.423 2.189
H -0.720 -1.701 1.213
H -2.117 0.914 0.250
H -2.596 0.064 -1.532
H 0.001 -1.022 -1.678
O -2.275 -0.571 -0.919
S 0.587 1.964 0.125
S 1.980 -1.085 0.005
*
```

Properties
relative energy (zero: lowest compared OMol25 entry of this formula, charge and spin) = 3.7514 eV
F_max = 0.114 hartree/bohr

***

4.
Formula: C4H6OS2
Source: the Open Molecules 2025 dataset
Level of theory: wB97M-V/def2-TZVPD

```
! wB97M-V def2-TZVPD RIJCOSX def2/J DEFGRID3
* xyz 0 1
C -1.806 -0.306 0.463
C -0.485 0.341 0.668
C 2.037 0.255 -0.029
C -0.613 -0.838 -0.209
H -2.594 1.312 -0.693
H -2.028 -0.704 1.430
H -0.202 0.133 1.618
H 2.978 0.587 -0.681
H 2.611 0.234 1.036
H -0.900 -0.634 -1.306
O -2.813 0.117 -0.408
S 0.706 1.581 -0.109
S 1.034 -1.491 -0.110
*
```

Properties
relative energy (zero: lowest compared OMol25 entry of this formula, charge and spin) = 5.6767 eV
F_max = 0.117 hartree/bohr

***

5.
Formula: C4H6OS2
Source: the Open Molecules 2025 dataset
Level of theory: wB97M-V/def2-TZVPD

```
! wB97M-V def2-TZVPD RIJCOSX def2/J DEFGRID3
* xyz 0 1
C -1.741 0.501 0.179
C 0.653 1.344 0.528
C 1.082 -0.053 0.235
C 0.360 -0.795 -0.866
O -1.092 -1.865 0.999
S -2.988 1.433 -0.233
S -1.405 -1.188 -0.259
H 0.407 1.953 -0.237
H 0.850 1.700 1.587
H 2.060 -0.195 -0.071
H 0.806 -0.747 1.046
H 0.120 -0.367 -1.821
H 0.887 -1.722 -1.088
*
```

Properties
relative energy (zero: lowest compared OMol25 entry of this formula, charge and spin) = 5.4778 eV
F_max = 0.090 hartree/bohr

***

6.
Formula: C4H6OSi
Source: the Open Molecules 2025 dataset
Level of theory: wB97M-V/def2-TZVPD

```
! wB97M-V def2-TZVPD RIJCOSX def2/J DEFGRID3
* xyz 0 1
C 0.158 0.483 -0.071
C 1.168 -0.293 -0.038
C -0.919 1.524 -0.039
C -2.238 0.985 -0.047
O -0.658 2.673 0.222
Si 2.437 -1.637 -0.007
H -2.545 0.468 0.845
H -3.067 1.702 -0.239
H -2.445 0.153 -0.706
H 3.722 -1.659 -0.652
H 1.532 -2.595 -0.716
H 2.856 -1.804 1.448
*
```

Properties
relative energy (zero: lowest compared OMol25 entry of this formula, charge and spin) = 2.5626 eV
F_max = 0.107 hartree/bohr

***

What did the second record say?
Formula: C4H6OS2
Source: the Open Molecules 2025 dataset
Level of theory: wB97M-V/def2-TZVPD

```
! wB97M-V def2-TZVPD RIJCOSX def2/J DEFGRID3
* xyz 0 1
C 0.532 -1.176 -0.038
C -1.614 -0.117 0.000
C 1.203 -1.024 -1.340
C -0.462 1.568 1.218
O -1.565 1.097 0.526
S 0.823 -2.140 1.195
S -2.769 -0.960 -0.582
H 1.342 0.169 -1.292
H 0.545 -1.080 -2.152
H 2.232 -1.428 -1.534
H -0.342 2.696 1.049
H 0.455 1.024 0.694
H -0.380 1.371 2.257
*
```

Properties
relative energy (zero: lowest compared OMol25 entry of this formula, charge and spin) = 4.8555 eV
F_max = 0.095 hartree/bohr

***

Repeat the first record exactly.
Formula: C4H6OS
Source: the Open Molecules 2025 dataset
Level of theory: wB97M-V/def2-TZVPD

```
! wB97M-V def2-TZVPD RIJCOSX def2/J DEFGRID3
* xyz 0 3
C -0.006 1.910 0.806
C -0.764 2.168 -0.091
C 0.432 -0.891 -0.167
C -0.973 -0.547 -0.518
O -1.924 -0.632 0.375
S -3.386 -0.073 0.013
H 0.743 1.763 1.620
H 0.701 -1.648 0.529
H 0.672 0.027 0.470
H 1.047 -1.088 -1.071
H -1.074 -0.390 -1.583
H -1.380 2.458 -0.814
*
```

Properties
relative energy (zero: lowest compared OMol25 entry of this formula, charge and spin) = 3.9728 eV
F_max = 0.101 hartree/bohr